No. 1
46
Properties=species:S:1:pos:R:3:forces:R:3 method="wB97M-V/def2-TZVPD" smiles="CN(C)c1ccc(/C=N/[C@H](CO)[C@H](O)c2ccc([N+](=O)[O-])cc2)cc1" de_lowest_kj_mol=526.3 homo_energy_ev=-7.79 gap_ev=7.48 lumo_ev=-0.3 spin_multiplicity=1
C 5.41330 1.12433 -2.36930 0.03 -0.06 0.17
N 4.28164 0.56138 -3.06468 0.20 0.11 -0.14
C 4.28411 0.58054 -4.50673 -0.17 -0.01 -0.09
C 3.22934 0.03767 -2.37483 -0.12 -0.08 0.21
C 2.04767 -0.35965 -3.02995 0.05 0.03 -0.17
C 0.98770 -0.87840 -2.32949 0.00 -0.07 0.33
C 1.04311 -1.03855 -0.94092 0.73 0.30 -0.38
C -0.07619 -1.54012 -0.18910 -0.54 -0.34 0.32
N -1.19853 -1.80705 -0.72071 0.28 -0.03 -0.29
C -2.30408 -2.14550 0.11965 -0.62 -0.18 0.25
C -3.11563 -3.28625 -0.49510 0.49 0.07 -0.29
O -4.08354 -3.68672 0.44815 -0.29 -0.09 0.24
C -3.18193 -0.85762 0.20418 0.16 -0.36 0.42
O -3.50029 -0.41037 -1.08288 -0.05 0.20 -0.32
C -2.40308 0.14387 1.02005 -0.09 0.20 0.02
C -2.42298 0.06300 2.41161 0.03 0.07 -0.31
C -1.62317 0.88709 3.17405 0.28 0.24 0.16
C -0.78601 1.79962 2.53835 -0.84 -0.83 -0.75
N 0.07338 2.63993 3.32425 0.42 0.41 0.36
O 0.81752 3.39820 2.73526 0.14 0.15 -0.06
O 0.01314 2.54121 4.53298 0.01 0.01 0.24
C -0.76599 1.90396 1.15284 0.19 0.18 0.27
C -1.57658 1.07812 0.40125 -0.23 -0.08 0.16
C 2.21677 -0.65406 -0.28719 -0.45 -0.16 -0.14
C 3.28072 -0.12799 -0.97865 0.28 0.14 -0.07
H 6.03342 0.34640 -1.91075 0.05 0.06 0.06
H 6.02837 1.68249 -3.07119 -0.03 -0.02 0.01
H 5.08346 1.81398 -1.58919 0.06 0.01 0.03
H 5.27978 0.83363 -4.86330 -0.03 -0.01 0.02
H 4.02394 -0.40228 -4.90621 0.00 0.03 -0.06
H 3.57822 1.31864 -4.90320 0.00 -0.04 -0.09
H 1.95508 -0.24510 -4.09740 0.01 0.02 -0.11
H 0.08639 -1.17491 -2.84331 -0.08 -0.01 -0.09
H 0.08930 -1.66085 0.89310 -0.09 -0.01 -0.05
H -2.00550 -2.43551 1.14105 -0.03 0.03 -0.13
H -2.43516 -4.11506 -0.73659 -0.05 0.12 0.00
H -3.58420 -2.93329 -1.42242 0.10 -0.04 0.07
H -4.65275 -4.35065 0.04642 0.04 0.08 0.06
H -4.12320 -1.10693 0.70404 0.13 0.03 0.00
H -2.71535 -0.56161 -1.63016 -0.03 -0.04 -0.01
H -3.06799 -0.65825 2.89087 -0.08 -0.08 0.09
H -1.62423 0.83562 4.25216 -0.01 0.00 0.02
H -0.10952 2.62208 0.68608 0.02 0.02 -0.01
H -1.57020 1.15891 -0.67428 0.01 0.01 -0.08
H 2.28678 -0.76848 0.78556 0.01 -0.01 0.12
H 4.16619 0.14753 -0.43047 0.10 0.04 0.03

No. 2
10
Properties=species:S:1:pos:R:3:forces:R:3 method="wB97M-V/def2-TZVPD" smiles="C=CC=C" de_lowest_kj_mol=53.5 homo_energy_ev=-8.83 gap_ev=9.73 lumo_ev=0.9 spin_multiplicity=1
C -1.83166 -0.14027 0.08013 0.28 0.98 0.03
C -0.62055 0.51720 -0.07368 -2.38 -3.28 -0.13
C 0.59112 -0.34390 -0.15250 1.82 1.09 1.30
C 1.84410 0.10587 0.11358 -1.17 -0.25 -1.07
H -2.88239 0.33491 -0.06457 2.17 -0.66 0.55
H -1.81919 -1.22196 0.41486 -0.07 1.33 -0.82
H -0.56607 1.57034 -0.26006 0.14 0.36 -0.12
H 0.55803 -1.42282 -0.31603 -0.75 0.33 -0.17
H 2.03340 1.15477 0.31362 0.07 -0.06 0.07
H 2.69321 -0.55413 -0.05536 -0.11 0.17 0.37

No. 3
83
Properties=species:S:1:pos:R:3:forces:R:3 method="wB97M-V/def2-TZVPD" total_charge=+1 homo_energy_ev=-11.09 gap_ev=7.07 lumo_ev=-4.0 spin_multiplicity=1
O 2.61458 6.34545 -1.80818 0.04 -0.16 -0.14
S 3.19803 5.40025 -0.92653 -0.14 1.02 0.11
O 3.02556 5.45527 0.47184 -0.04 -0.46 0.07
N 2.65838 3.90674 -1.53993 0.16 -0.08 -0.19
N 2.49556 3.87699 -2.92361 -0.19 -0.25 0.12
C 1.98822 2.69253 -3.23013 0.08 0.12 -0.24
P 1.47479 2.21415 -4.96360 -0.29 -0.34 0.00
O 1.92435 0.67561 -4.92287 -0.09 0.21 0.14
Cl 3.04558 3.20479 -5.82768 0.24 0.17 -0.18
N 1.82977 1.93062 -2.16856 -0.03 -0.18 0.12
C 2.24770 2.64897 -1.11065 0.12 0.38 0.11
N 2.21606 2.18371 0.11234 -0.18 -0.29 0.10
C 2.68761 2.73003 1.38320 0.10 -0.21 0.51
C 4.21421 2.79741 1.41681 -0.11 -0.65 -0.03
S 4.78066 3.90682 2.72068 -0.06 0.34 0.01
C 6.46826 3.77492 2.32390 -0.11 -0.07 0.11
N 7.06854 2.75808 1.83145 0.12 -0.35 -0.26
N 8.39866 3.14116 1.66822 -0.04 -0.49 -0.24
C 8.46950 4.34022 2.08667 0.52 0.14 -0.02
O 7.28754 4.82774 2.51107 -0.21 0.42 0.40
C 5.01611 5.38252 -1.34688 0.03 0.26 -0.31
F 5.07105 5.63206 -2.66137 0.05 -0.08 0.01
F 5.55914 4.19061 -1.11450 -0.05 0.08 0.14
C 5.78632 6.51377 -0.59263 0.38 0.18 0.13
F 5.20397 7.69483 -0.85982 0.43 -0.83 0.30
F 5.78890 6.27880 0.72726 -0.01 0.32 -1.03
F 7.04617 6.50359 -1.05960 -0.83 0.13 0.41
H 2.68853 4.67212 -3.51811 0.06 0.14 0.14
H 2.66410 0.44980 -4.34348 0.08 -0.16 -0.08
H 1.77641 1.27093 0.15952 -0.09 0.03 -0.07
H 2.18764 3.66124 1.64213 0.07 0.08 -0.27
H 2.37559 2.00060 2.12940 -0.15 0.08 -0.02
H 4.59519 1.80014 1.63564 0.05 0.02 -0.06
H 4.63035 3.05926 0.44781 0.00 0.27 0.15
H 9.35352 4.95206 2.12948 -0.10 0.16 0.08
C -1.48214 4.77506 -0.24683 -0.15 -0.02 0.03
C -2.74048 5.35115 -0.09088 0.00 -0.02 0.01
C -3.79205 4.60326 0.41580 0.04 0.06 -0.02
C -3.59541 3.27217 0.76454 -0.04 -0.03 0.02
C -2.34220 2.69425 0.59343 0.07 -0.22 0.03
C -1.29454 3.44777 0.09542 0.26 0.30 -0.16
C -2.07783 1.26321 0.92069 0.00 0.02 0.03
O -0.96252 0.79228 0.77315 0.03 -0.02 0.01
C -3.21499 0.45630 1.42446 0.03 0.04 -0.04
C -3.01992 -0.89174 1.69684 -0.04 -0.14 0.04
C -4.06663 -1.65871 2.17977 -0.01 -0.03 0.00
C -5.31055 -1.07952 2.40016 0.01 0.01 -0.01
C -5.51373 0.26379 2.12793 -0.02 -0.06 0.02
C -4.47213 1.03635 1.63345 0.05 0.05 -0.03
C -4.72869 2.47534 1.32792 0.04 -0.01 0.00
O -5.80694 2.98517 1.52361 -0.04 0.00 0.00
H -0.66211 5.36624 -0.63639 -0.01 0.02 0.00
H -2.89965 6.38564 -0.36368 0.00 0.01 0.01
H -4.77255 5.03956 0.54711 -0.02 -0.03 0.02
H -0.33362 2.96570 -0.01887 0.00 -0.01 0.00
H -2.04843 -1.33618 1.52880 0.04 0.07 -0.01
H -3.91491 -2.71013 2.38684 0.00 0.00 0.01
H -6.12496 -1.67964 2.78274 0.00 -0.01 0.00
H -6.47728 0.72556 2.29226 0.00 0.04 -0.02
C -3.23234 -10.94281 0.80903 0.00 0.00 0.00
C -3.00373 -10.32804 2.03493 0.00 0.00 0.00
C -2.79545 -8.96111 2.09948 -0.01 -0.06 0.03
C -2.80637 -8.20314 0.93523 0.01 0.04 -0.04
C -3.01990 -8.82351 -0.29849 0.02 0.06 -0.01
C -3.24020 -10.19362 -0.35510 0.00 -0.07 0.03
C -3.00277 -8.04452 -1.57013 0.00 0.02 0.03
O -3.19476 -8.57633 -2.64070 0.00 -0.02 -0.02
C -2.73249 -6.57784 -1.47916 0.01 -0.04 0.03
C -2.66141 -5.83104 -2.64910 0.00 0.07 -0.03
C -2.42416 -4.46859 -2.58573 -0.02 -0.03 0.02
C -2.26281 -3.84691 -1.35195 0.02 0.03 -0.04
C -2.32509 -4.58796 -0.18573 0.01 0.18 -0.06
C -2.55585 -5.95534 -0.24399 0.01 -0.07 0.05
C -2.59636 -6.73206 1.03052 -0.02 -0.01 -0.02
O -2.46203 -6.17676 2.10052 0.00 0.01 0.02
H -3.40183 -12.01019 0.76289 0.00 -0.01 0.00
H -2.98984 -10.91811 2.94146 -0.01 -0.01 0.01
H -2.62182 -8.46810 3.04574 -0.01 0.04 -0.01
H -3.41308 -10.65800 -1.31588 0.01 0.03 -0.03
H -2.79446 -6.33118 -3.59832 -0.02 -0.04 0.01
H -2.36874 -3.88861 -3.49744 -0.01 0.01 -0.01
H -2.08432 -2.78006 -1.30215 0.00 0.01 -0.01
H -2.19245 -4.11286 0.77652 0.00 -0.08 0.05

No. 4
61
Properties=species:S:1:pos:R:3:forces:R:3 method="wB97M-V/def2-TZVPD" total_charge=+1 s_squared=8.80 de_lowest_kj_mol=0.0 homo_energy_ev="-12.00 / -12.29" gap_ev="8.16 / 5.12" lumo_ev="-3.8 / -7.2" spin_multiplicity=6
Ru 0.15966 0.60933 -0.28805 0.08 -0.47 0.12
C 4.41941 0.54891 1.12804 0.03 0.00 -0.01
C 2.98781 0.80371 0.84855 -0.06 0.02 -0.08
N 2.34858 0.36335 -0.17355 -0.02 -0.07 0.08
O 2.99683 -0.43016 -1.05642 -0.02 0.09 -0.01
B 2.70325 -1.90476 -0.83081 0.00 -0.06 0.04
F 3.01344 -2.20257 0.49061 0.00 0.01 0.08
F 3.38529 -2.59435 -1.76948 0.01 0.01 -0.05
O 1.22977 -2.18348 -1.03696 -0.02 -0.07 -0.03
N 0.46316 -1.57270 -0.11586 -0.06 -0.04 0.03
C -0.16400 -2.29483 0.73607 0.10 0.07 -0.10
C -0.02894 -3.77223 0.77700 0.03 -0.03 0.02
C -0.96813 -1.52573 1.73115 -0.09 0.07 0.04
N -1.08874 -0.28656 1.45199 0.21 0.11 -0.04
O -1.73873 0.54419 2.30218 -0.06 -0.01 0.01
B -0.78308 1.36158 3.15907 -0.01 -0.11 0.04
F 0.08408 0.49413 3.79893 0.06 -0.02 0.00
F -1.54430 2.14486 3.95401 -0.05 0.06 -0.02
O 0.02891 2.28199 2.26201 -0.06 0.12 0.07
N 0.91204 1.59088 1.50729 0.09 0.03 -0.17
C 2.16050 1.62015 1.78592 -0.10 -0.03 0.00
C 2.75517 2.33616 2.93781 0.01 -0.02 0.04
C -1.51157 -2.17808 2.94843 -0.02 0.00 0.03
H 4.81989 -0.19810 0.45224 -0.01 0.01 0.00
H 4.53992 0.21694 2.15936 0.01 -0.01 0.00
H 4.97099 1.48555 1.01231 0.01 0.01 0.02
H -0.00996 -4.16901 -0.23625 -0.01 0.00 0.00
H -0.82581 -4.23186 1.35372 -0.01 -0.01 0.00
H 0.93293 -4.02379 1.23261 0.00 0.00 -0.01
H 2.00304 2.93687 3.43889 0.01 0.00 0.00
H 3.58001 2.96347 2.59823 0.00 0.00 -0.01
H 3.15776 1.60866 3.64550 -0.02 0.00 0.02
H -2.25173 -2.93055 2.67021 -0.01 0.00 0.00
H -1.96615 -1.43967 3.60027 0.00 -0.02 0.00
H -0.70578 -2.68650 3.48053 0.00 0.00 0.00
N -1.64958 1.75964 -0.32724 -0.09 0.18 0.12
C -2.72306 0.84546 -0.68489 -0.02 -0.09 -0.06
C -3.84755 0.77607 0.12254 0.02 -0.04 -0.06
C -4.84552 -0.13244 -0.18313 0.00 0.02 0.02
C -4.70799 -0.96734 -1.28384 -0.03 -0.03 -0.01
C -3.58722 -0.88261 -2.08876 0.04 0.03 0.01
C -2.56770 0.03129 -1.81129 -0.10 0.04 0.17
C -1.39327 0.13724 -2.70454 -0.05 -0.04 -0.19
C -1.57187 -0.01807 -4.07993 0.00 0.01 0.09
C -0.50276 0.07286 -4.95477 0.01 0.00 -0.01
C 0.77936 0.32850 -4.47868 0.02 0.00 0.00
C 0.98296 0.50459 -3.12537 0.14 -0.01 -0.02
C -0.09051 0.39450 -2.23146 -0.15 0.11 -0.06
H -1.78813 2.08903 0.63441 0.02 -0.03 -0.02
H -1.65042 2.57328 -0.94009 0.08 -0.04 0.01
H -3.92975 1.41348 0.99269 0.01 0.01 0.00
H -5.72526 -0.19239 0.44209 -0.01 0.00 0.01
H -5.47844 -1.69019 -1.51384 -0.01 -0.01 0.00
H -3.48311 -1.54990 -2.93341 0.01 0.00 -0.01
H -2.56604 -0.18667 -4.47105 -0.02 -0.01 0.01
H -0.67240 -0.04903 -6.01594 0.01 0.00 -0.01
H 1.61686 0.38279 -5.15998 0.01 0.00 -0.01
H 1.98900 0.64437 -2.75230 0.01 0.02 -0.01
S 1.17649 3.21002 -1.50458 0.09 0.23 -0.10
C 2.59050 3.50767 -0.74128 -0.17 0.05 -0.04
N 3.57985 3.71201 -0.16092 0.14 -0.02 0.05